# 1
DFT (the ωB97M-V functional and the def2-TZVPD basis) results for 2 unconnected molecules or ions with the total composition C2H8NO at a distorted geometry.

The geometry in XYZ format:
```
12
Properties=species:S:1:pos:R:3
C 2.073 -0.305 -0.042
O 1.486 0.954 -0.170
C -1.220 0.232 0.389
N -2.165 -0.450 -0.460
H 1.394 -1.116 -0.275
H 2.923 -0.374 -0.705
H 0.588 0.993 0.195
H -1.606 1.223 0.655
H -0.977 -0.356 1.261
H -3.095 -0.053 -0.375
H -1.900 -0.263 -1.425
H 2.499 -0.485 0.951
```

Computed properties:
Total charge: 0
2S+1: 2
ΔE to the lowest compared entry with this formula, charge and spin in kcal per mole: 33.4

These are the Löwdin partial charges, in e, on atoms 1 to 4: -0.189 -0.130 -0.089 -0.068

---

# 2
DFT (the ωB97M-V functional and the def2-TZVPD basis) results for a molecular structure, C2H8NO at a distorted geometry.

The geometry in XYZ format:
```
12
Properties=species:S:1:pos:R:3
C 1.564 0.122 -0.196
C -0.343 -0.243 -0.404
N -1.043 -0.390 0.949
O -0.913 0.885 -0.856
H 2.050 -0.690 0.360
H 1.712 0.095 -1.314
H 1.607 1.140 0.211
H -0.367 -1.188 -1.033
H -1.724 0.473 0.943
H -0.416 -0.398 1.807
H -1.493 -1.284 1.105
H -0.635 1.478 -1.573
```

Computed properties:
Total charge: +1
ΔE to the lowest compared entry with this formula, charge and spin in kcal per mole: 54.9

These are the Löwdin partial charges, in e, on atoms 1 to 4: 0.058 -0.305 0.201 -0.015

---

# 3
DFT (the ωB97M-V functional and the def2-TZVPD basis) results for a molecular structure, C2H8NO2.

The geometry in XYZ format:
```
13
Properties=species:S:1:pos:R:3
C -0.050 1.189 0.262
O 0.555 0.558 1.332
C -1.145 0.350 -0.390
N -0.664 -0.918 -0.939
H -0.481 2.148 0.578
H 0.675 1.424 -0.552
H -1.927 0.147 0.352
H -1.600 0.936 -1.194
H -0.251 -0.758 -1.847
H 0.067 -1.298 -0.338
H 1.926 -2.002 1.239
H 1.156 -0.365 0.991
O 1.739 -1.412 0.505
```

Computed properties:
Total charge: -1
ΔE to the lowest compared entry with this formula, charge and spin in kcal per mole: 0.3

These are the Löwdin partial charges, in e, on atoms 1 to 4: -0.396 -0.217 -0.313 -0.020

---

# 4
DFT (the ωB97M-V functional and the def2-TZVPD basis) results for 2 unconnected molecules or ions with the total composition C2H8NO2 at a distorted geometry.

The geometry in XYZ format:
```
13
Properties=species:S:1:pos:R:3
O -0.908 0.323 2.012
C -1.037 -0.440 1.115
C -1.019 -0.041 -0.369
N 0.028 0.984 -0.660
H -1.197 -1.559 1.133
H -0.941 -1.002 -0.896
H -2.040 0.369 -0.640
H 0.751 0.683 -1.318
H -0.523 1.809 -0.979
H 0.477 1.328 0.197
H 1.748 -1.491 0.452
H 2.789 -0.355 -0.117
O 1.873 -0.607 0.071
```

Computed properties:
Total charge: +2
2S+1: 2
ΔE to the lowest compared entry with this formula, charge and spin in kcal per mole: 27.3

These are the Löwdin partial charges, in e, on atoms 1 to 4: 0.448 0.011 -0.012 0.209

---

# 5
DFT (the ωB97M-V functional and the def2-TZVPD basis) results for C2H8NO2P in the gas phase at a distorted geometry.

The geometry in XYZ format:
```
14
Properties=species:S:1:pos:R:3
C -0.231 -0.842 1.291
C 0.623 0.128 0.364
N 0.492 1.588 0.714
P 0.026 -0.239 -1.333
O 1.101 -0.310 -2.524
O -1.600 -0.349 -1.670
H -0.356 -1.735 0.688
H 0.300 -1.126 2.179
H -1.231 -0.482 1.616
H 1.687 -0.165 0.447
H -0.365 2.065 0.348
H 0.541 1.720 1.711
H 1.086 0.547 -2.946
H -2.073 -0.799 -0.885
```

Computed properties:
Total charge: 0
SMILES string: C[C@H](N)P(O)O
ΔE to the lowest compared entry with this formula, charge and spin in kcal per mole: 108.5

These are the Löwdin partial charges, in e, on atoms 1 to 4: -0.143 -0.514 -0.056 0.787

---

# 6
DFT (the ωB97M-V functional and the def2-TZVPD basis) results for a molecular structure, C2H8NO3P at a distorted geometry.

The geometry in XYZ format:
```
15
Properties=species:S:1:pos:R:3
C -2.279 -0.926 0.101
C 1.562 1.996 0.276
N 0.751 -0.197 -1.789
O 1.069 -1.769 0.412
O -1.304 -0.098 0.652
O 1.599 0.555 0.673
P 0.749 -0.452 -0.246
H -2.552 -0.516 -0.895
H -3.217 -0.870 0.852
H -2.074 -1.995 0.042
H 2.352 2.426 0.737
H 0.616 2.369 0.801
H 1.794 2.060 -0.806
H -0.106 -0.606 -2.237
H 1.039 -1.979 1.427
```

Computed properties:
Total charge: 0
ΔE to the lowest compared entry with this formula, charge and spin in kcal per mole: 60.9

These are the Löwdin partial charges, in e, on atoms 1 to 4: -0.302 -0.048 -0.145 -0.133